{
  "formula": "C58H167N13O19",
  "method": "ωB97M-V/def2-TZVPD",
  "largest_force_ev_per_a": 4.733,
  "lumo_ev": 0.1,
  "homo_lumo_gap_ev": 8.46,
  "e_homo_ev": -8.309,
  "multiplicity": 1,
  "elements": ["C", "C", "O", "H", "H", "H", "H", "H", "H", "C", "C", "O", "H", "H", "H", "H", "H", "H", "C", "C", "O", "H", "H", "H", "H", "H", "H", "O", "H", "H", "O", "H", "H", "O", "H", "H", "C", "C", "C", "O", "C", "N", "H", "H", "H", "H", "H", "H", "H", "H", "H", "H", "H", "C", "C", "C", "O", "C", "N", "H", "H", "H", "H", "H", "H", "H", "H", "H", "H", "H", "C", "C", "C", "O", "C", "N", "H", "H", "H", "H", "H", "H", "H", "H", "H", "H", "H", "C", "C", "C", "O", "C", "N", "H", "H", "H", "H", "H", "H", "H", "H", "H", "H", "H", "C", "C", "C", "O", "C", "N", "H", "H", "H", "H", "H", "H", "H", "H", "H", "H", "H", "C", "C", "C", "O", "C", "N", "H", "H", "H", "H", "H", "H", "H", "H", "H", "H", "H", "C", "C", "C", "O", "C", "N", "H", "H", "H", "H", "H", "H", "H", "H", "H", "H", "H", "C", "C", "C", "O", "C", "N", "H", "H", "H", "H", "H", "H", "H", "H", "H", "H", "H", "C", "C", "C", "O", "C", "N", "H", "H", "H", "H", "H", "H", "H", "H", "H", "H", "H", "C", "C", "C", "O", "C", "N", "H", "H", "H", "H", "H", "H", "H", "H", "H", "H", "H", "C", "C", "C", "O", "C", "N", "H", "H", "H", "H", "H", "H", "H", "H", "H", "H", "H", "C", "C", "C", "O", "C", "N", "H", "H", "H", "H", "H", "H", "H", "H", "H", "H", "H", "C", "C", "C", "O", "C", "N", "H", "H", "H", "H", "H", "H", "H", "H", "H", "H", "H"],
  "xyz": [[1.423, 1.093, -0.078], [0.447, -0.138, 0.311], [0.285, -0.957, -0.816], [1.676, 1.702, 0.790], [0.894, 1.782, -0.737], [2.281, 0.687, -0.613], [-0.540, 0.184, 0.643], [0.971, -0.728, 1.063], [-0.318, -1.664, -0.571], [3.493, -0.507, 3.248], [2.535, -1.282, 4.187], [3.397, -2.289, 4.632], [4.042, -1.142, 2.552], [4.308, 0.011, 3.752], [2.976, 0.266, 2.679], [1.615, -1.463, 3.630], [2.290, -0.621, 5.018], [4.251, -1.961, 4.924], [0.454, 5.920, -3.722], [1.804, 6.451, -3.357], [1.857, 7.825, -3.776], [-0.183, 6.368, -2.960], [0.383, 4.832, -3.704], [0.143, 6.198, -4.729], [2.532, 5.992, -4.027], [2.137, 6.413, -2.320], [1.514, 7.882, -4.671], [-1.901, -2.583, 0.013], [-2.442, -2.736, -0.762], [-1.945, -3.405, 0.502], [-3.672, 3.423, 1.380], [-3.722, 3.353, 0.427], [-4.061, 2.610, 1.701], [-3.581, -2.655, -2.299], [-4.261, -2.523, -2.959], [-2.803, -2.238, -2.668], [3.720, 4.172, 0.593], [4.849, 3.968, 1.530], [5.974, 3.004, 1.023], [7.094, 2.858, 1.878], [6.706, 2.411, 3.150], [5.518, 5.231, 1.604], [2.833, 4.492, 1.139], [3.472, 3.263, 0.045], [3.879, 4.833, -0.259], [4.396, 3.760, 2.499], [6.341, 3.363, 0.062], [5.537, 2.015, 0.880], [7.503, 2.023, 3.784], [6.084, 1.552, 2.897], [6.191, 3.188, 3.715], [6.193, 5.232, 0.854], [6.140, 5.090, 2.387], [-7.332, -1.585, 0.529], [-6.055, -2.330, 0.917], [-5.956, -3.757, 0.451], [-6.852, -4.634, 1.064], [-7.217, -5.809, 0.431], [-5.025, -1.478, 0.327], [-7.285, -0.504, 0.663], [-8.063, -1.960, 1.245], [-7.697, -1.768, -0.482], [-5.843, -2.295, 1.986], [-5.012, -4.272, 0.634], [-5.989, -3.792, -0.638], [-7.818, -5.545, -0.440], [-7.858, -6.426, 1.060], [-6.317, -6.409, 0.298], [-4.144, -1.878, 0.616], [-5.092, -1.545, -0.679], [-1.306, 3.331, 4.991], [-0.539, 3.843, 3.801], [0.159, 2.740, 2.940], [1.051, 1.865, 3.597], [2.117, 2.475, 4.277], [-1.295, 4.773, 2.985], [-2.060, 2.646, 4.601], [-1.843, 4.127, 5.508], [-0.719, 2.638, 5.593], [0.276, 4.467, 4.168], [0.715, 3.296, 2.185], [-0.545, 2.167, 2.338], [2.757, 3.005, 3.571], [2.634, 1.687, 4.825], [1.745, 3.107, 5.084], [-0.755, 5.048, 2.176], [-2.122, 4.363, 2.574], [-3.356, 0.663, 3.200], [-4.876, 0.630, 2.999], [-5.694, 1.510, 3.979], [-7.044, 1.489, 3.586], [-7.853, 2.372, 4.433], [-5.162, 1.012, 1.641], [-2.816, 1.575, 2.946], [-2.851, -0.100, 2.608], [-3.097, 0.541, 4.252], [-5.279, -0.363, 3.196], [-5.380, 2.547, 3.863], [-5.509, 1.251, 5.022], [-7.729, 2.057, 5.468], [-8.908, 2.235, 4.195], [-7.691, 3.439, 4.280], [-6.156, 0.834, 1.593], [-4.729, 0.279, 1.098], [-4.736, 5.475, -1.590], [-4.072, 4.858, -2.835], [-3.824, 3.366, -2.727], [-3.110, 3.188, -1.469], [-2.792, 1.836, -1.271], [-4.949, 5.097, -4.005], [-4.940, 6.536, -1.731], [-4.058, 5.338, -0.747], [-5.620, 4.926, -1.266], [-3.129, 5.401, -2.902], [-3.218, 2.946, -3.530], [-4.801, 2.903, -2.591], [-3.595, 1.118, -1.437], [-2.404, 1.690, -0.263], [-1.984, 1.604, -1.964], [-4.596, 4.543, -4.773], [-4.909, 6.049, -4.340], [-1.875, -6.898, 2.275], [-1.820, -5.907, 1.208], [-2.610, -6.314, -0.016], [-2.190, -7.534, -0.619], [-2.876, -7.726, -1.825], [-2.252, -4.629, 1.678], [-2.832, -7.420, 2.285], [-1.883, -6.515, 3.296], [-1.107, -7.667, 2.194], [-0.764, -5.783, 0.967], [-2.641, -5.517, -0.759], [-3.612, -6.513, 0.364], [-3.966, -7.692, -1.837], [-2.459, -8.628, -2.273], [-2.597, -7.022, -2.609], [-1.780, -4.332, 2.519], [-3.244, -4.603, 1.865], [0.162, -0.274, -4.835], [-1.332, -0.586, -4.518], [-2.083, -1.321, -5.654], [-2.118, -0.529, -6.895], [-3.049, -0.949, -7.882], [-1.204, -1.351, -3.338], [0.726, 0.209, -4.037], [0.299, 0.203, -5.805], [0.725, -1.183, -5.049], [-1.895, 0.305, -4.240], [-3.079, -1.479, -5.240], [-1.548, -2.255, -5.825], [-3.263, -0.121, -8.557], [-3.991, -1.256, -7.426], [-2.550, -1.708, -8.485], [-0.652, -2.167, -3.562], [-0.658, -0.894, -2.622], [3.022, -5.667, -3.833], [1.854, -5.586, -4.883], [1.038, -4.341, -4.883], [0.495, -3.826, -3.667], [-0.466, -4.673, -2.990], [2.442, -5.835, -6.196], [3.518, -6.633, -3.747], [2.631, -5.468, -2.835], [3.848, -5.020, -4.129], [1.260, -6.460, -4.614], [0.273, -4.375, -5.659], [1.739, -3.598, -5.264], [-1.391, -4.661, -3.566], [-0.660, -4.315, -1.979], [-0.108, -5.695, -2.861], [3.333, -5.373, -6.314], [1.860, -5.411, -6.904], [-2.190, -3.392, 5.747], [-1.768, -2.285, 4.867], [-0.585, -1.370, 5.397], [-1.068, -0.568, 6.492], [-0.023, -0.066, 7.279], [-1.333, -2.910, 3.633], [-2.547, -2.970, 6.686], [-1.396, -4.116, 5.934], [-3.012, -3.910, 5.253], [-2.678, -1.823, 4.485], [-0.295, -0.676, 4.608], [0.202, -2.083, 5.640], [-0.364, 0.708, 7.967], [0.728, 0.486, 6.713], [0.563, -0.841, 7.774], [-1.353, -2.138, 2.983], [-0.403, -3.268, 3.799], [4.592, 2.227, -2.696], [4.915, 1.859, -4.128], [5.443, 2.950, -5.091], [4.833, 4.207, -4.805], [5.345, 5.243, -5.576], [5.653, 0.582, -4.271], [3.747, 2.906, -2.582], [5.432, 2.835, -2.360], [4.364, 1.340, -2.105], [3.900, 1.780, -4.520], [5.337, 2.699, -6.146], [6.518, 3.024, -4.926], [4.727, 6.137, -5.499], [5.205, 5.030, -6.635], [6.360, 5.594, -5.390], [5.163, -0.016, -3.621], [5.524, 0.174, -5.186], [6.582, -0.759, -0.377], [6.703, -1.805, -1.514], [5.345, -2.318, -2.044], [4.567, -1.246, -2.582], [3.469, -1.809, -3.262], [7.511, -1.328, -2.600], [7.550, -0.379, -0.050], [6.036, -1.160, 0.476], [6.079, 0.153, -0.697], [7.246, -2.703, -1.216], [4.735, -2.688, -1.220], [5.572, -3.134, -2.730], [3.689, -2.376, -4.167], [2.827, -0.966, -3.517], [2.975, -2.470, -2.549], [7.369, -1.944, -3.388], [6.989, -0.531, -2.935], [1.367, -6.226, 3.439], [1.878, -4.817, 3.309], [1.669, -4.139, 1.939], [2.069, -4.987, 0.887], [1.545, -4.615, -0.384], [1.222, -4.062, 4.364], [1.570, -6.444, 4.487], [1.887, -6.939, 2.799], [0.296, -6.278, 3.240], [2.964, -4.770, 3.396], [2.022, -3.108, 1.898], [0.615, -3.941, 1.746], [1.589, -5.495, -1.026], [2.213, -3.935, -0.912], [0.530, -4.228, -0.290], [1.765, -3.219, 4.487], [1.244, -4.487, 5.280], [1.844, 7.034, 2.572], [0.780, 7.666, 1.684], [0.686, 6.966, 0.372], [0.257, 5.618, 0.683], [-0.112, 4.929, -0.513], [-0.488, 7.607, 2.459], [2.824, 6.940, 2.106], [1.689, 5.994, 2.858], [1.941, 7.524, 3.541], [1.023, 8.698, 1.427], [1.651, 6.919, -0.132], [-0.027, 7.497, -0.260], [0.768, 4.706, -1.116], [-0.887, 5.388, -1.128], [-0.532, 3.949, -0.287], [-1.261, 7.653, 1.810], [-0.602, 6.713, 2.915]]
}

=====

{
  "formula": "C58H42BrCrIN3O6P2S",
  "method": "ωB97M-V/def2-TZVPD",
  "largest_force_ev_per_a": 1.582,
  "lumo_ev": [-0.8, -0.6],
  "homo_lumo_gap_ev": [7.26, 7.56],
  "e_homo_ev": [-8.092, -8.174],
  "multiplicity": 2,
  "elements": ["Cr", "Br", "C", "C", "C", "C", "C", "C", "N", "N", "C", "C", "C", "C", "O", "C", "N", "C", "C", "C", "C", "H", "H", "H", "H", "H", "H", "H", "H", "H", "O", "S", "O", "O", "C", "C", "C", "C", "C", "C", "P", "C", "C", "C", "C", "C", "C", "C", "C", "C", "C", "C", "C", "H", "H", "H", "H", "H", "H", "H", "H", "H", "H", "H", "H", "H", "H", "C", "C", "C", "C", "C", "C", "P", "C", "C", "C", "C", "C", "C", "C", "C", "C", "C", "C", "C", "H", "H", "H", "H", "H", "H", "H", "H", "H", "H", "H", "H", "H", "H", "H", "I", "C", "C", "C", "C", "C", "C", "C", "O", "O", "H", "H", "H", "H"],
  "xyz": [[-0.375, 0.339, 0.500], [8.261, -3.219, -0.344], [6.768, -4.055, -1.152], [6.595, -5.420, -1.012], [5.500, -6.023, -1.610], [4.562, -5.263, -2.291], [4.767, -3.897, -2.456], [5.876, -3.291, -1.890], [3.480, -5.983, -2.918], [2.314, -5.574, -2.949], [1.827, -4.446, -2.197], [1.049, -3.574, -2.900], [0.557, -2.390, -2.317], [0.806, -2.104, -1.007], [0.321, -0.978, -0.453], [1.567, -3.025, -0.221], [1.811, -2.697, 1.070], [2.471, -3.539, 1.817], [2.874, -4.816, 1.367], [2.644, -5.156, 0.069], [2.035, -4.224, -0.804], [7.311, -6.005, -0.453], [5.349, -7.094, -1.534], [4.068, -3.311, -3.038], [6.046, -2.232, -2.016], [0.860, -3.787, -3.946], [-0.038, -1.700, -2.897], [2.677, -3.220, 2.836], [3.343, -5.509, 2.052], [2.914, -6.138, -0.293], [0.474, 4.533, -0.026], [0.507, 3.106, -0.094], [1.618, 2.440, 0.576], [-0.768, 2.447, 0.332], [0.782, 2.588, -1.786], [1.979, 3.045, -2.328], [2.427, 2.546, -3.538], [1.688, 1.571, -4.191], [0.490, 1.124, -3.655], [-0.003, 1.633, -2.455], [-1.568, 1.037, -1.685], [-2.637, 2.515, -1.850], [-3.704, 2.669, -0.966], [-4.511, 3.793, -1.035], [-4.266, 4.770, -1.993], [-3.217, 4.614, -2.885], [-2.400, 3.492, -2.812], [-2.321, -0.112, -2.879], [-2.740, -1.338, -2.364], [-3.356, -2.273, -3.187], [-3.549, -1.989, -4.530], [-3.146, -0.762, -5.048], [-2.545, 0.177, -4.225], [2.556, 3.780, -1.779], [3.356, 2.906, -3.962], [2.044, 1.154, -5.125], [-0.073, 0.372, -4.190], [-3.894, 1.905, -0.222], [-5.327, 3.913, -0.333], [-4.891, 5.653, -2.041], [-3.025, 5.369, -3.637], [-1.569, 3.396, -3.500], [-2.587, -1.549, -1.311], [-3.684, -3.220, -2.778], [-4.024, -2.716, -5.175], [-3.308, -0.538, -6.095], [-2.262, 1.142, -4.630], [1.172, 3.776, 5.390], [2.186, 3.698, 4.448], [2.199, 2.665, 3.521], [1.213, 1.681, 3.543], [0.196, 1.767, 4.494], [0.172, 2.812, 5.405], [1.243, 0.277, 2.356], [0.831, -1.103, 3.511], [1.464, -1.245, 4.745], [1.129, -2.286, 5.601], [0.140, -3.191, 5.240], [-0.516, -3.045, 4.026], [-0.171, -2.009, 3.172], [3.004, 0.076, 1.908], [4.034, 0.066, 2.844], [5.357, -0.059, 2.440], [5.667, -0.156, 1.091], [4.647, -0.131, 0.149], [3.329, -0.020, 0.555], [1.159, 4.584, 6.111], [2.967, 4.447, 4.424], [2.968, 2.639, 2.762], [-0.579, 1.014, 4.528], [-0.634, 2.870, 6.126], [2.212, -0.529, 5.059], [1.630, -2.379, 6.556], [-0.127, -4.001, 5.908], [-1.296, -3.742, 3.743], [-0.683, -1.905, 2.224], [3.816, 0.164, 3.899], [6.147, -0.063, 3.181], [6.700, -0.244, 0.776], [4.877, -0.181, -0.909], [2.543, 0.014, -0.188], [-5.969, 3.680, 6.367], [-4.919, 2.724, 4.835], [-5.320, 1.463, 4.421], [-4.597, 0.817, 3.428], [-3.478, 1.423, 2.876], [-3.093, 2.695, 3.289], [-3.820, 3.356, 4.267], [-2.626, 0.692, 1.894], [-3.071, 0.082, 0.923], [-1.358, 0.711, 2.158], [-6.183, 0.989, 4.866], [-4.894, -0.166, 3.084], [-2.223, 3.159, 2.841], [-3.525, 4.345, 4.591]]
}

=====

{
  "formula": "C58H46BaBr2F5NO3P2",
  "method": "ωB97M-V/def2-TZVPD",
  "largest_force_ev_per_a": 3.090,
  "lumo_ev": -0.3,
  "homo_lumo_gap_ev": 6.12,
  "e_homo_ev": -6.431,
  "multiplicity": 1,
  "elements": ["Ba", "C", "C", "C", "C", "C", "C", "Br", "C", "C", "Br", "C", "O", "C", "N", "H", "H", "H", "H", "H", "H", "O", "C", "C", "C", "C", "C", "C", "P", "C", "C", "C", "C", "C", "C", "C", "C", "C", "C", "C", "C", "C", "C", "C", "C", "C", "C", "P", "C", "C", "C", "C", "C", "C", "C", "C", "C", "C", "C", "C", "H", "H", "H", "H", "H", "H", "H", "H", "H", "H", "H", "H", "H", "H", "H", "H", "H", "H", "H", "H", "H", "H", "H", "H", "H", "H", "H", "H", "F", "C", "F", "C", "F", "F", "F", "C", "C", "C", "C", "C", "C", "C", "O", "C", "C", "C", "H", "H", "H", "H", "H", "H", "H", "H", "H", "H", "H", "H"],
  "xyz": [[-0.635, 0.032, 0.321], [1.181, -3.753, 0.420], [0.182, -3.671, 1.525], [0.151, -4.659, 2.530], [-0.807, -4.602, 3.502], [-1.766, -3.572, 3.475], [-2.835, -3.451, 4.383], [-3.009, -4.676, 5.840], [-3.763, -2.449, 4.250], [-3.623, -1.512, 3.236], [-4.955, -0.155, 3.065], [-2.555, -1.487, 2.330], [-2.382, -0.577, 1.460], [-1.641, -2.601, 2.441], [-0.671, -2.672, 1.516], [1.919, -4.526, 0.625], [1.672, -2.791, 0.294], [0.669, -3.989, -0.512], [0.875, -5.460, 2.523], [-0.843, -5.337, 4.292], [-4.599, -2.368, 4.931], [-1.161, 3.125, -2.610], [-0.091, 3.943, -2.884], [-0.179, 5.278, -3.251], [0.979, 6.007, -3.456], [2.217, 5.414, -3.286], [2.301, 4.101, -2.857], [1.153, 3.349, -2.652], [0.997, 1.713, -1.761], [1.625, 2.854, -0.275], [0.490, 3.443, 0.278], [0.556, 4.517, 1.143], [1.795, 5.017, 1.501], [2.940, 4.434, 0.984], [2.861, 3.381, 0.089], [0.452, 0.843, -3.435], [0.820, 1.281, -4.703], [0.351, 0.632, -5.830], [-0.525, -0.433, -5.708], [-0.942, -0.846, -4.454], [-0.447, -0.203, -3.337], [-2.418, 3.462, -3.033], [-2.681, 4.117, -4.233], [-3.975, 4.486, -4.551], [-5.015, 4.209, -3.679], [-4.770, 3.475, -2.534], [-3.480, 3.075, -2.209], [-3.180, 1.816, -0.896], [-4.359, 2.390, 0.382], [-5.720, 2.106, 0.430], [-6.499, 2.638, 1.445], [-5.931, 3.443, 2.418], [-4.572, 3.709, 2.391], [-3.793, 3.186, 1.377], [-4.016, 0.439, -1.760], [-4.025, 0.367, -3.152], [-4.495, -0.764, -3.794], [-4.934, -1.850, -3.055], [-4.916, -1.794, -1.670], [-4.460, -0.658, -1.025], [-1.139, 5.762, -3.352], [0.907, 7.045, -3.741], [3.120, 5.979, -3.457], [3.272, 3.676, -2.666], [-0.482, 3.077, -0.044], [-0.351, 4.986, 1.503], [1.865, 5.868, 2.162], [3.908, 4.828, 1.260], [3.777, 2.977, -0.315], [1.487, 2.125, -4.814], [0.671, 0.961, -6.808], [-0.898, -0.929, -6.591], [-1.650, -1.656, -4.343], [-0.766, -0.531, -2.340], [-1.877, 4.322, -4.924], [-4.170, 5.000, -5.481], [-6.019, 4.532, -3.910], [-5.585, 3.208, -1.878], [-6.167, 1.453, -0.307], [-7.552, 2.402, 1.499], [-6.544, 3.865, 3.202], [-4.128, 4.315, 3.169], [-2.730, 3.396, 1.344], [-3.657, 1.192, -3.744], [-4.508, -0.796, -4.874], [-5.288, -2.739, -3.557], [-5.257, -2.643, -1.094], [-4.439, -0.620, 0.054], [2.144, -0.674, -1.979], [2.586, 0.605, -1.766], [3.094, 0.570, -0.502], [3.810, 0.768, -2.684], [4.582, -0.328, -2.641], [3.514, 0.980, -3.963], [4.584, 1.784, -2.291], [5.929, -4.863, 4.963], [5.038, -3.819, 4.375], [5.059, -3.534, 3.022], [4.244, -2.557, 2.464], [4.433, -2.253, 1.012], [3.343, -1.857, 3.290], [2.371, -0.901, 2.773], [1.891, -0.875, 1.659], [3.344, -2.112, 4.680], [2.424, -1.407, 5.633], [4.186, -3.081, 5.190], [6.413, -5.451, 4.188], [5.363, -5.525, 5.616], [6.704, -4.388, 5.563], [5.723, -4.085, 2.371], [5.497, -2.137, 0.800], [3.911, -1.353, 0.707], [4.074, -3.081, 0.403], [2.039, -0.151, 3.515], [1.384, -1.663, 5.436], [2.524, -0.323, 5.571], [2.649, -1.707, 6.653], [4.177, -3.289, 6.250]]
}

=====

- Which formula does entry 2 have?
  C58H42BrCrIN3O6P2S